# 1
# C4H9N2O2

An isolated ion of composition C4H9N2O2 and charge -1 (wB97M-V/def2-TZVPD, the Open Molecules 2025 dataset).

Geometry (Å):
O (-0.75052, 2.94693, 0.04967)
O (0.16464, -3.01378, 0.89828)
N (0.41348, -0.70975, -1.21450)
N (1.10619, 1.96505, -0.77621)
C (-0.44818, 0.65187, 0.62946)
C (-0.58411, -1.93004, 0.79429)
C (0.18079, -0.68438, 0.23255)
C (-0.01440, 1.96808, -0.00012)
H (-1.50532, 0.60164, 0.44903)
H (1.64801, 1.13216, -0.64012)
H (-0.45432, -0.46256, -1.67376)
H (-1.46550, -2.03189, 0.10489)
H (0.74823, -1.55810, -1.53648)
H (1.13898, 2.67636, -1.47918)
H (1.17972, -0.78141, 0.67429)
H (-0.98401, -1.52511, 1.77607)
H (-0.37368, 0.75493, 1.71184)

Calculated values
* HOMO-LUMO gap: 0.2349 Ha
* ΔE to the lowest compared entry with this formula, charge and spin: 43.6 kcal per mole
* total charge: -1
* SMILES string: NC(=O)C[C@H](N)C[O-]
* total energy: -11369.2754 eV
* max |F|: 0.048 hartree/bohr

# 2
# C4H9N2O2

C4H9N2O2 as an isolated structure (wB97M-V/def2-TZVPD, the Open Molecules 2025 dataset).

Geometry (Å):
O (-3.39545, -0.22187, -0.26647)
O (-2.88777, -1.08352, 1.76059)
N (-1.39077, 0.28118, 0.72630)
N (2.25675, 0.16655, -1.67242)
C (0.88385, 0.59772, -0.31498)
C (-2.64972, -0.42906, 0.72230)
C (-0.59352, 0.22204, -0.50225)
C (1.47118, -0.26189, 0.81151)
H (1.77289, -0.50351, -2.31100)
H (1.07984, 0.10071, 1.77861)
H (-1.08354, 0.81830, -1.27385)
H (0.93258, 1.64295, 0.02266)
H (2.54566, -0.16330, 0.81905)
H (1.16289, -1.28258, 0.64431)
H (-0.55796, -0.80923, -0.92028)
H (-0.87839, -0.00985, 1.53654)
H (1.33148, 0.93538, -1.56061)

Calculated values
* HOMO-LUMO gap (alpha / beta): 0.1318 / 0.2499 Ha
* ΔE to the lowest compared entry with this formula, charge and spin: 76.7 kcal per mole
* total charge: -2
* spin multiplicity: 2
* total energy: -11363.6428 eV
* max |F|: 0.070 hartree/bohr

# 3
# C4H9N2O2

One molecule with the formula C4H9N2O2 (wB97M-V/def2-TZVPD, the Open Molecules 2025 dataset).

Geometry (Å):
O (-1.75403, 0.29639, -1.39816)
O (1.60503, 0.30253, -0.51341)
N (-1.01899, 0.75465, 0.67101)
N (-0.18374, -2.00144, -1.67336)
C (-0.57201, -1.53410, -0.36764)
C (-1.13283, -0.08241, -0.42698)
C (0.21022, 0.96818, 1.40589)
C (1.45370, 1.20174, 0.51882)
H (-0.91373, -1.88591, -2.34536)
H (0.33086, 0.03977, 1.94815)
H (0.58420, -1.42137, -1.96419)
H (1.34276, 2.15290, -0.04339)
H (-1.53689, 1.61505, 0.52382)
H (2.39163, 1.23272, 1.11389)
H (-1.26466, -2.10133, 0.26766)
H (0.11418, 1.83640, 2.07943)
H (0.34431, -1.37378, 0.20382)

Calculated values
* HOMO-LUMO gap (alpha / beta): 0.3626 / 0.2630 Ha
* ΔE to the lowest compared entry with this formula, charge and spin: 13.9 kcal per mole
* spin multiplicity: 2
* total energy: -11366.8044 eV
* max |F|: 0.046 hartree/bohr

# 4
# C4H9N2O2

A 2-piece molecular cluster, C4H9N2O2 overall (wB97M-V/def2-TZVPD, the Open Molecules 2025 dataset).

Geometry (Å):
O (2.16616, -2.05150, 0.43072)
O (2.43272, 0.16391, 0.60431)
N (-0.98103, -1.22711, -1.68936)
N (1.68103, -0.94704, 0.56524)
C (0.40302, -0.69443, 0.93298)
C (-0.23075, 1.77464, 0.16396)
C (-1.51825, 1.25025, 0.74844)
C (-0.24407, 0.46180, 0.67055)
H (-1.84103, -1.73313, -1.76743)
H (-0.39524, -1.44127, 1.15400)
H (-0.13025, -1.79409, -1.40841)
H (0.42532, 2.47524, 0.66866)
H (-0.22844, 2.03349, -0.89425)
H (-2.33773, 0.97594, 0.26944)
H (-1.78657, 1.56831, 1.83542)
H (-0.77164, -0.68268, -2.57562)
H (3.35677, -0.13235, 0.29137)

Calculated values
* HOMO-LUMO gap (alpha / beta): 0.2635 / 0.2635 Ha
* ΔE to the lowest compared entry with this formula, charge and spin: 164.2 kcal per mole
* total charge: +1
* total energy: -11355.8454 eV
* max |F|: 0.133 hartree/bohr

# 5
# C4H9N2OS

An isolated ion of composition C4H9N2OS and charge -1 (wB97M-V/def2-TZVPD, the Open Molecules 2025 dataset).

Geometry (Å):
S (1.85077, -1.87154, -2.15005)
O (-0.37919, -0.88376, 0.64376)
N (-0.68742, 1.19640, -0.49214)
N (-2.29157, 0.55949, 1.51941)
C (-0.04963, -0.03319, -0.39283)
C (1.49570, 0.08523, -0.36890)
C (-2.09063, 1.21608, 0.24538)
C (2.16853, -1.25199, -0.44646)
H (3.23022, -1.15107, -0.26696)
H (-1.78597, 1.05737, 2.25793)
H (1.89391, 0.80141, -1.08053)
H (-0.31451, -0.65981, -1.32189)
H (-2.29961, 2.28762, 0.29112)
H (1.59345, 0.45859, 0.65265)
H (-2.72156, 0.69444, -0.49118)
H (-1.32335, -0.56740, 1.11501)
H (1.71087, -1.93787, 0.28570)

Calculated values
* HOMO-LUMO gap: 0.1793 Ha
* ΔE to the lowest compared entry with this formula, charge and spin: 140.5 kcal per mole
* total charge: -1
* total energy: -20152.7562 eV
* max |F|: 0.055 hartree/bohr

# 6
# C4H9N2OS

An isolated ion of composition C4H9N2OS and charge -1 (wB97M-V/def2-TZVPD, the Open Molecules 2025 dataset).

Geometry (Å):
S (0.59163, -2.50918, -1.87611)
O (-2.51451, 0.20219, -0.29549)
N (-0.68969, -0.80062, 0.64665)
N (-0.07864, 2.22635, 0.52318)
C (1.31127, -1.16272, -0.79389)
C (0.16652, -0.24292, -0.40649)
C (0.78283, 1.04407, 0.45328)
C (-2.03929, -0.53907, 0.54319)
H (-0.23321, 0.27051, -1.27898)
H (1.74087, 1.22616, -0.01171)
H (-1.03318, 1.98689, 0.25849)
H (1.01780, 0.69211, 1.44810)
H (2.18844, -0.86153, -1.32974)
H (-2.63251, -0.99280, 1.34181)
H (1.70171, -1.65086, 0.10388)
H (0.13426, 2.84504, -0.25502)
H (-0.41429, -1.73363, 0.92885)

Calculated values
* HOMO-LUMO gap: 0.2366 Ha
* ΔE to the lowest compared entry with this formula, charge and spin: 36.0 kcal per mole
* total charge: -1
* SMILES string: NC[C@@H](C[S-])NC=O
* total energy: -20157.2854 eV
* max |F|: 0.101 hartree/bohr

# 7
# C4H9N2OS

An isolated ion of composition C4H9N2OS and charge +1 (wB97M-V/def2-TZVPD, the Open Molecules 2025 dataset).

Geometry (Å):
S (2.64846, 1.52234, -0.87585)
O (-1.97185, 0.63974, -0.34624)
N (-0.01504, -0.38118, -0.08152)
N (2.42326, 0.08032, -0.21566)
C (1.32670, -0.69023, 0.12503)
C (-2.89967, 1.77496, -0.02923)
C (-0.71919, 0.73068, -0.02554)
C (1.55790, -2.16066, 0.29345)
H (2.42462, -2.51320, -0.24500)
H (1.73121, -2.35958, 1.33034)
H (-0.38389, 1.74805, 0.28647)
H (-2.86815, 2.57587, -0.81146)
H (-3.84147, 1.19908, -0.29909)
H (0.67373, -2.74268, 0.06593)
H (3.25097, -0.33876, 0.00477)
H (-2.70846, 2.07137, 0.99784)
H (-0.62911, -1.15612, -0.17423)

Calculated values
* HOMO-LUMO gap (alpha / beta): 0.2693 / 0.2503 Ha
* ΔE to the lowest compared entry with this formula, charge and spin: 85.5 kcal per mole
* total charge: +1
* SMILES string: CO/C=[NH+]/C(C)=[NH+]\[S-]
* total energy: -20147.4945 eV
* max |F|: 0.103 hartree/bohr

# 8
# C4H9N2OS

An isolated ion of composition C4H9N2OS and charge +1 (wB97M-V/def2-TZVPD, the Open Molecules 2025 dataset).

Geometry (Å):
S (-2.00839, -0.63611, 2.77987)
O (-0.46042, -0.78505, -1.83241)
N (-0.61855, 0.17726, 2.48591)
N (0.18823, -0.22273, 0.27404)
C (1.69976, 0.91397, 1.75508)
C (-1.25497, -0.70372, -3.00416)
C (0.29207, 0.32649, 1.54827)
C (-0.80720, -0.30462, -0.60249)
H (-1.05332, -1.59994, -3.59210)
H (-2.36837, -0.67641, -2.68220)
H (-1.85298, 0.09825, -0.38665)
H (-0.29682, 0.61867, 3.44765)
H (2.17929, 1.29386, 0.89032)
H (2.41520, 0.18712, 2.25943)
H (1.48458, 1.72006, 2.40792)
H (-1.13843, 0.23708, -3.50791)
H (1.06033, -0.45994, -0.11511)

Calculated values
* HOMO-LUMO gap (alpha / beta): 0.2512 / 0.2511 Ha
* ΔE to the lowest compared entry with this formula, charge and spin: 88.1 kcal per mole
* total charge: +1
* SMILES string: CO/C=[NH+]/C(C)=[NH+]\[S-]
* total energy: -20147.3786 eV
* max |F|: 0.081 hartree/bohr

# 9
# C4H9N2OS2

C4H9N2OS2 as an isolated structure (wB97M-V/def2-TZVPD, the Open Molecules 2025 dataset).

Geometry (Å):
S (-3.63818, 0.29274, -0.10287)
S (1.25222, -2.55177, 0.24261)
O (-1.91650, -2.41974, 0.08233)
N (0.95232, 0.14069, -0.01639)
N (-1.97015, -0.08606, 0.18319)
C (-1.16579, 1.16214, 0.58527)
C (0.01300, 1.26090, -0.35933)
C (-1.52190, -1.34032, -0.00781)
C (0.36391, -1.19136, -0.52241)
H (1.77053, 0.17749, -0.54302)
H (0.37377, -1.14139, -1.64685)
H (0.62115, -2.46956, 1.41354)
H (-0.73999, 0.95998, 1.60166)
H (-0.29298, 1.01713, -1.35617)
H (1.13701, -0.03764, 0.96632)
H (0.48025, 2.21087, -0.25382)
H (-4.38598, -0.71829, 0.27043)
H (-1.82532, 1.94354, 0.50814)

Calculated values
* HOMO-LUMO gap: 0.3450 Ha
* ΔE to the lowest compared entry with this formula, charge and spin: 38.6 kcal per mole
* total charge: +1
* total energy: -30982.8526 eV
* max |F|: 0.112 hartree/bohr

# 10
# C4H9N2P

One molecule with the formula C4H9N2P (wB97M-V/def2-TZVPD, the Open Molecules 2025 dataset).

Geometry (Å):
P (1.16810, 0.03578, -0.96802)
N (-2.82346, 0.05008, -0.07336)
N (-1.61158, -0.22479, -0.24912)
C (1.13594, -1.53582, 0.04410)
C (1.96493, 1.14588, 0.28642)
C (-3.94854, -0.27022, -0.48413)
C (-0.70106, 0.38506, -0.87676)
H (-4.72940, 0.23475, 0.06951)
H (0.16039, -2.15036, -0.09223)
H (-0.98498, 1.06274, -1.62040)
H (1.63991, 0.78062, 1.30910)
H (1.52778, 2.11248, 0.16410)
H (3.02395, 1.10268, 0.17051)
H (-4.20862, -0.86351, -1.39338)
H (1.22887, -1.11773, 1.03735)
H (1.99150, -2.06965, -0.33302)

Calculated values
* HOMO-LUMO gap: 0.3405 Ha
* ΔE to the lowest compared entry with this formula, charge and spin: 74.5 kcal per mole
* SMILES string: C=N/N=C/P(C)C
* total energy: -16559.6534 eV
* max |F|: 0.055 hartree/bohr